{
  "formula": "C38H33CaFI2N7O5S3",
  "method": "ωB97M-V/def2-TZVPD",
  "elements": ["Ca", "I", "C", "C", "C", "I", "C", "C", "C", "C", "N", "C", "C", "O", "H", "H", "H", "H", "N", "C", "C", "C", "C", "C", "C", "N", "C", "C", "C", "S", "C", "N", "H", "H", "H", "H", "H", "H", "H", "F", "C", "C", "C", "C", "O", "C", "C", "N", "C", "C", "C", "C", "C", "C", "N", "C", "C", "N", "C", "C", "C", "O", "O", "H", "H", "H", "H", "H", "H", "H", "H", "H", "H", "H", "H", "H", "H", "H", "H", "H", "H", "C", "O", "C", "S", "S", "H", "H", "H", "H"],
  "coordinates": [[1.872, -0.412, 0.945], [6.029, 1.167, -2.425], [5.836, -0.412, -0.987], [6.968, -1.217, -0.855], [6.952, -2.269, 0.048], [8.733, -3.407, 0.148], [5.806, -2.532, 0.830], [5.723, -3.590, 1.771], [4.574, -3.806, 2.515], [3.520, -2.953, 2.304], [3.553, -1.939, 1.424], [4.660, -1.698, 0.680], [4.642, -0.606, -0.241], [3.611, 0.149, -0.380], [7.847, -1.014, -1.456], [6.557, -4.263, 1.937], [4.506, -4.611, 3.233], [2.586, -3.054, 2.845], [2.537, 0.545, 5.225], [3.859, 0.200, 5.101], [4.921, 0.185, 6.008], [6.161, -0.237, 5.513], [6.320, -0.622, 4.179], [5.237, -0.597, 3.291], [3.987, -0.178, 3.767], [2.788, -0.066, 3.107], [1.939, 0.370, 4.008], [0.528, 0.613, 3.660], [-0.458, 1.067, 4.508], [-1.938, 1.191, 3.642], [-1.133, 0.634, 2.231], [0.147, 0.365, 2.363], [2.088, 0.870, 6.066], [4.800, 0.483, 7.043], [7.020, -0.266, 6.182], [7.295, -0.946, 3.822], [5.351, -0.894, 2.255], [-0.404, 1.327, 5.554], [-1.654, 0.512, 1.290], [-2.394, 2.717, -3.658], [-2.650, 1.607, -2.949], [-1.634, 1.123, -2.135], [-1.833, -0.050, -1.405], [-0.709, -0.595, -0.599], [0.316, 0.068, -0.505], [-0.902, -1.932, -0.019], [-2.119, -2.489, -0.101], [-3.233, -1.920, -0.690], [-4.465, -2.726, -0.737], [-5.772, -2.218, -0.179], [-5.058, -3.336, 0.511], [-3.061, -0.733, -1.455], [-4.071, -0.212, -2.284], [-3.888, 0.946, -3.070], [-4.953, 1.371, -3.904], [-5.301, 0.363, -4.944], [-6.647, 0.733, -5.612], [-7.184, 2.007, -5.012], [-6.206, 3.147, -5.116], [-4.871, 2.755, -4.441], [0.212, -2.726, 0.627], [0.360, -3.896, 0.159], [0.796, -2.182, 1.603], [-0.683, 1.647, -2.090], [-2.276, -3.483, 0.314], [-4.504, -3.346, -1.630], [-6.682, -2.458, -0.713], [-5.778, -1.255, 0.319], [-5.463, -4.338, 0.436], [-4.584, -3.122, 1.464], [-5.029, -0.720, -2.315], [-5.399, -0.647, -4.531], [-4.512, 0.322, -5.707], [-7.403, -0.037, -5.433], [-6.542, 0.893, -6.689], [-7.268, 1.818, -4.000], [-8.112, 2.252, -5.373], [-6.668, 4.005, -4.619], [-6.077, 3.373, -6.179], [-4.676, 3.470, -3.633], [-4.071, 2.839, -5.186], [1.748, 5.918, -0.491], [1.716, 4.515, -0.296], [2.281, 3.970, 0.808], [3.060, 4.906, 1.976], [2.093, 2.294, 0.821], [1.232, 6.131, -1.433], [2.774, 6.286, -0.596], [1.207, 6.447, 0.300], [1.523, -1.594, -0.763]],
  "forces_ev_per_angstrom": [[1.5173, 1.5226, 0.4842], [-0.4285, -0.6045, 0.7149], [0.1454, 0.2932, -0.2820], [-0.3639, -0.4259, 0.5744], [0.5532, 0.3815, -0.5496], [-0.3504, 0.0492, 0.1440], [0.3223, -0.7065, -0.0036], [-0.5263, -0.2699, 0.4289], [1.5436, -0.0817, -0.6143], [-1.0414, 1.7541, -1.0333], [0.6997, -1.8402, -0.0216], [0.1465, -1.9213, 0.3130], [-0.3848, 1.8365, -1.5075], [1.1175, -1.2100, -0.0497], [-0.1188, -0.0560, 0.1073], [0.1264, 0.1961, -0.2290], [0.0276, 0.0241, -0.0251], [0.0129, 0.0098, -0.1181], [-1.0053, 0.3157, 0.4997], [0.2940, 0.0262, 0.2766], [0.4553, -0.2207, -0.3498], [-0.5255, 0.2165, 0.4836], [-0.7625, 0.0305, -0.6313], [0.6182, 0.2736, 0.6336], [1.2971, -0.2741, -0.2536], [-0.5588, 0.5063, 1.2244], [0.2334, -0.1167, -0.5315], [-0.0121, 0.2911, 1.0021], [0.2046, -0.2706, -0.6523], [0.5803, -0.1407, -0.1286], [0.8713, -0.2122, -0.0281], [-2.0551, 0.9384, 1.2190], [0.0572, -0.0110, -0.1851], [-0.0069, -0.0009, -0.0859], [-0.1839, 0.0285, -0.0839], [-0.1719, 0.0508, 0.0301], [0.3187, 0.5334, 0.9093], [0.0820, -0.0149, -0.0957], [-0.0355, 0.1478, 0.1959], [0.1330, 0.2511, -0.1748], [0.4056, -0.7956, 0.6663], [-0.7614, 0.1248, -0.3737], [0.2750, -0.5985, 0.5431], [-1.1760, -0.8088, -0.3272], [-0.3924, 0.2168, -0.8028], [0.0296, 1.3884, -0.7090], [-0.9632, -0.2405, -0.2114], [-0.1023, 0.2279, -0.0381], [0.4187, 0.3579, -0.2255], [0.0936, 0.0858, -0.0411], [0.4225, 0.0873, 0.0815], [-0.4370, -0.2508, -0.0522], [0.0777, 0.1025, -0.0061], [0.1721, -0.5131, 0.7809], [0.1556, -0.1378, -0.1777], [-0.2924, 0.6950, -0.2127], [0.1716, 0.2380, -0.0811], [2.0688, -0.4391, 0.3834], [0.0120, -0.3052, -0.1477], [-0.3855, -0.3974, -0.4436], [-0.1971, -2.6533, -0.5352], [-0.1616, 1.9263, 0.9868], [-0.6405, -0.9267, 0.0139], [-0.0811, -0.1258, 0.0909], [-0.0331, 0.2059, -0.1035], [-0.1581, 0.0972, 0.0488], [0.0677, 0.0878, -0.0936], [0.0989, -0.0430, -0.1098], [0.1002, 0.0706, -0.0836], [0.0088, 0.0529, -0.1411], [0.0609, 0.1407, -0.0701], [0.1677, 0.4480, 0.2516], [0.0133, 0.0317, -0.0022], [-0.0330, 0.1619, -0.0097], [-0.0755, 0.0122, 0.2235], [-0.5520, -0.0076, 0.2905], [-1.1434, 0.2557, -0.4341], [-0.0683, -0.1443, -0.0728], [-0.0760, -0.0570, 0.2395], [0.0547, -0.4671, -0.0986], [-0.0953, 0.0505, 0.1334], [-0.0308, 0.3258, -0.2049], [-0.1519, 0.3601, -0.2998], [0.0339, -0.2640, 0.4193], [-0.2097, 0.0070, -0.3052], [-0.0471, 1.1683, 0.1354], [-0.0093, -0.3658, 0.0349], [-0.1269, -0.0156, 0.3420], [0.3481, -0.0653, 0.0856], [0.3178, -0.6036, -0.9441]],
  "lowdin_charge": [1.1583, 0.8015, -0.5835, -0.2670, -0.6641, 0.8094, -0.2327, -0.0356, -0.0400, -0.1193, -0.0075, -0.2156, -0.4383, -0.2846, 0.0584, 0.0613, 0.1056, 0.1113, 0.1764, -0.1865, -0.0213, -0.1001, -0.0634, 0.0236, -0.1919, 0.0843, -0.2349, -0.2952, -0.3311, 1.0321, -0.4205, -0.0579, 0.1596, 0.0993, 0.0957, 0.1048, 0.0845, 0.0684, 0.0771, 0.0587, -0.1904, 0.1038, -0.0625, -0.3442, -0.1566, -0.0608, 0.0265, 0.0103, -0.2521, -0.1091, -0.0995, -0.1095, 0.0570, -0.1561, -0.0973, -0.1313, -0.2008, -0.0313, -0.1887, -0.1437, -0.6780, -0.0124, -0.1727, 0.1502, 0.1512, 0.1490, 0.0985, 0.1103, 0.1030, 0.1089, 0.1062, 0.1100, 0.1263, 0.0750, 0.1018, 0.0626, 0.0083, 0.0851, 0.1041, 0.1276, 0.1197, -0.1644, -0.2774, -1.3496, 0.4494, 0.6308, 0.0770, 0.0715, 0.0691, 0.2160],
  "total_charge": -1,
  "e_homo_ev": [-3.89, -2.24],
  "homo_lumo_gap_ev": [5.41, 3.57],
  "total_energy_ev": -130471.5800
}